Record 1
{"formula": "C25H67InNO9", "method": "ωB97M-V with the def2-TZVPD basis set", "energy_ha": -1914.55797, "charge": -1, "fmax_ev_per_a": 0.58, "elements": ["C", "C", "C", "C", "C", "In", "C", "C", "N", "H", "H", "H", "H", "H", "H", "H", "H", "H", "H", "H", "H", "H", "C", "C", "O", "H", "H", "H", "H", "H", "H", "C", "C", "O", "H", "H", "H", "H", "H", "H", "C", "C", "O", "H", "H", "H", "H", "H", "H", "C", "C", "O", "H", "H", "H", "H", "H", "H", "C", "C", "O", "H", "H", "H", "H", "H", "H", "C", "C", "O", "H", "H", "H", "H", "H", "H", "C", "C", "O", "H", "H", "H", "H", "H", "H", "C", "C", "O", "H", "H", "H", "H", "H", "H", "C", "C", "O", "H", "H", "H", "H", "H", "H"], "xyz": [[0.075, 0.080, -0.769], [0.347, 0.766, 0.183], [0.612, 1.543, 1.399], [1.989, 1.197, 2.024], [1.945, 0.449, 3.358], [0.504, 1.139, 4.915], [1.155, 3.039, 5.959], [0.377, 3.286, 7.182], [0.241, 2.452, 8.141], [-0.019, -0.573, -1.599], [-0.212, 1.354, 2.090], [0.609, 2.602, 1.118], [2.521, 0.590, 1.280], [2.577, 2.113, 2.127], [2.941, 0.541, 3.809], [1.789, -0.618, 3.207], [0.245, -0.156, 6.113], [-1.067, 1.507, 4.135], [1.018, 3.871, 5.268], [2.209, 2.941, 6.226], [-0.102, 4.275, 7.265], [-0.320, 2.868, 8.882], [2.024, -1.265, 9.161], [1.427, -2.474, 8.468], [0.008, -2.414, 8.439], [1.658, -1.195, 10.187], [3.115, -1.313, 9.182], [1.722, -0.354, 8.638], [1.685, -3.395, 8.995], [1.805, -2.552, 7.442], [-0.226, -1.624, 7.931], [4.739, -3.976, 2.012], [4.072, -2.666, 2.389], [2.658, -2.772, 2.439], [4.386, -4.323, 1.040], [5.824, -3.863, 1.971], [4.502, -4.737, 2.757], [4.283, -1.889, 1.654], [4.454, -2.321, 3.357], [2.432, -3.434, 3.101], [-1.295, 2.717, -4.912], [-1.217, 1.488, -4.026], [0.119, 0.993, -3.921], [-0.916, 2.489, -5.908], [-2.319, 3.079, -5.007], [-0.682, 3.523, -4.500], [-1.812, 0.675, -4.441], [-1.597, 1.719, -3.025], [0.656, 1.692, -3.533], [5.586, -7.508, 6.388], [5.803, -6.554, 5.228], [4.732, -5.631, 5.076], [4.653, -8.056, 6.258], [6.406, -8.224, 6.463], [5.526, -6.961, 7.332], [5.850, -7.101, 4.287], [6.750, -6.017, 5.349], [4.664, -5.109, 5.882], [-0.853, 5.700, 0.591], [-2.062, 5.121, -0.122], [-1.679, 4.037, -0.973], [-0.113, 6.041, -0.134], [-1.119, 6.538, 1.237], [-0.378, 4.935, 1.211], [-2.526, 5.871, -0.763], [-2.810, 4.779, 0.599], [-1.282, 3.362, -0.409], [-0.212, 0.039, -7.806], [-0.135, -1.219, -6.960], [1.073, -1.284, -6.223], [0.627, 0.082, -8.501], [-1.142, 0.080, -8.379], [-0.164, 0.921, -7.167], [-0.172, -2.102, -7.599], [-0.989, -1.269, -6.273], [1.084, -0.511, -5.643], [-5.038, 5.916, -3.398], [-4.054, 4.992, -4.089], [-4.707, 4.121, -5.011], [-5.798, 5.332, -2.877], [-4.536, 6.559, -2.674], [-5.546, 6.553, -4.126], [-3.558, 4.352, -3.360], [-3.281, 5.570, -4.608], [-5.145, 4.664, -5.673], [-3.360, -1.158, -1.409], [-4.634, -0.589, -0.815], [-4.389, 0.286, 0.276], [-2.781, -1.683, -0.649], [-3.587, -1.850, -2.223], [-2.731, -0.357, -1.805], [-5.261, -1.384, -0.410], [-5.212, -0.074, -1.593], [-3.815, 0.997, -0.027], [-2.328, -3.936, -9.017], [-2.002, -3.058, -10.210], [-3.006, -2.079, -10.457], [-3.285, -4.437, -9.159], [-1.556, -4.692, -8.865], [-2.397, -3.334, -8.107], [-1.945, -3.653, -11.121], [-1.030, -2.571, -10.069], [-3.076, -1.521, -9.675]], "forces_ev_per_a": [[0.37, 0.17, 0.22], [-0.35, -0.14, -0.05], [0.22, -0.03, -0.50], [0.04, -0.40, -0.09], [0.11, 0.45, 0.35], [-0.29, -0.21, 0.01], [-0.09, -0.03, 0.07], [-0.10, 0.01, 0.14], [0.19, 0.03, 0.07], [-0.14, 0.01, -0.15], [0.11, 0.17, 0.16], [-0.18, 0.01, 0.14], [0.09, 0.10, -0.01], [-0.13, 0.09, 0.08], [0.01, -0.11, 0.01], [-0.12, 0.01, -0.09], [0.11, -0.01, 0.01], [0.04, 0.08, 0.07], [0.22, 0.05, -0.01], [0.05, -0.12, -0.14], [-0.16, -0.04, -0.15], [0.00, 0.00, 0.01], [-0.05, 0.10, -0.02], [-0.11, 0.08, -0.10], [0.01, 0.04, 0.05], [0.01, -0.04, 0.01], [0.00, -0.01, -0.03], [0.06, 0.02, 0.00], [-0.03, -0.02, 0.00], [0.11, 0.01, 0.03], [0.00, -0.04, -0.07], [-0.09, -0.04, -0.07], [-0.01, 0.00, 0.14], [0.03, -0.21, -0.14], [0.01, 0.04, -0.01], [0.00, 0.00, 0.01], [0.07, -0.02, 0.01], [-0.01, 0.02, 0.00], [0.04, 0.06, -0.04], [-0.03, 0.04, 0.02], [0.07, 0.00, -0.05], [0.09, 0.18, 0.09], [-0.04, -0.08, -0.34], [-0.02, 0.02, -0.01], [-0.02, -0.05, 0.02], [-0.05, 0.01, 0.05], [0.02, -0.04, 0.02], [-0.06, -0.04, -0.01], [0.03, -0.09, 0.13], [-0.08, 0.02, -0.01], [0.00, 0.05, 0.04], [0.00, -0.04, 0.07], [0.01, -0.01, -0.01], [0.01, 0.01, 0.00], [0.03, -0.01, 0.01], [0.02, 0.00, -0.01], [0.02, -0.02, -0.03], [-0.04, 0.02, -0.02], [0.06, -0.02, -0.01], [0.24, -0.18, 0.05], [-0.16, 0.12, 0.04], [-0.03, 0.02, -0.02], [-0.07, -0.02, 0.00], [-0.04, 0.02, 0.05], [-0.02, -0.05, -0.06], [-0.02, 0.07, 0.01], [0.04, -0.10, -0.10], [0.02, -0.02, -0.02], [-0.05, 0.11, 0.05], [0.00, 0.09, -0.09], [-0.01, -0.03, -0.01], [-0.01, 0.01, 0.01], [-0.03, 0.02, -0.02], [0.08, -0.06, 0.07], [-0.06, -0.02, -0.07], [0.01, -0.08, 0.17], [-0.05, -0.03, -0.02], [-0.11, 0.08, -0.01], [0.07, -0.04, 0.04], [0.02, 0.00, 0.03], [0.02, 0.00, -0.01], [0.02, 0.04, 0.01], [0.02, -0.03, -0.02], [0.04, 0.01, 0.06], [0.00, -0.02, -0.01], [0.04, 0.01, 0.06], [0.03, 0.08, -0.04], [-0.06, 0.02, -0.04], [-0.01, 0.00, 0.01], [-0.01, 0.01, -0.01], [-0.01, -0.01, -0.03], [-0.01, -0.02, -0.02], [-0.03, -0.03, 0.00], [0.06, -0.04, 0.04], [-0.09, 0.05, 0.00], [0.01, 0.06, 0.04], [0.01, -0.03, 0.02], [0.01, -0.01, -0.03], [0.02, 0.01, 0.01], [0.04, -0.03, 0.02], [0.01, 0.00, -0.01], [0.02, -0.03, -0.02], [-0.02, 0.00, -0.01]]}

Record 2
{"formula": "C3H7NO", "method": "ωB97M-V with the def2-TZVPD basis set", "charge": 0, "fmax_ev_per_a": 6.80, "e_above_lowest_kcal_mol": 77.5, "smiles": "C=CN.C=O", "elements": ["C", "C", "N", "H", "H", "H", "H", "H", "C", "O", "H", "H"], "xyz": [[2.870, 2.576, -0.850], [2.359, 1.510, -1.570], [2.048, 1.401, -2.872], [3.361, 3.392, -1.390], [2.973, 2.499, 0.224], [1.999, 0.678, -0.856], [2.357, 2.062, -3.598], [1.521, 0.671, -2.929], [-4.170, -2.725, 2.655], [-2.928, -2.745, 2.717], [-4.725, -3.482, 3.287], [-4.746, -1.834, 2.222]], "forces_ev_per_a": [[0.04, -1.60, -1.95], [0.40, 1.91, 4.77], [3.98, 4.75, 0.28], [-0.36, 0.01, 0.36], [0.08, -0.01, -0.17], [0.38, 1.00, -1.75], [-0.63, -0.99, 0.78], [-3.88, -5.07, -2.33], [2.68, 0.64, 1.62], [-3.41, 0.12, -0.75], [0.07, 0.47, -0.97], [0.66, -1.23, 0.10]]}

Record 3
{"formula": "CH5S2", "method": "ωB97M-V with the def2-TZVPD basis set", "charge": -1, "fmax_ev_per_a": 5.32, "e_above_lowest_kcal_mol": 14.1, "elements": ["S", "H", "C", "S", "H", "H", "H", "H"], "xyz": [[0.859, -1.608, -1.534], [1.773, -0.588, -1.369], [-0.411, 0.194, 1.885], [-0.698, 1.547, 0.564], [0.570, -0.219, 1.535], [-0.546, 0.604, 2.804], [-0.977, -0.660, 1.720], [-0.927, 0.687, -0.479]], "forces_ev_per_a": [[0.43, 0.68, 0.22], [-0.56, -0.61, -0.10], [2.33, 0.16, -4.78], [-0.51, -1.17, 0.60], [-0.29, 0.71, 1.22], [0.11, 1.12, 2.65], [-1.88, -1.14, -0.29], [0.38, 0.25, 0.49]]}

Record 4
{"formula": "C30H31N4NaO3Se2", "method": "ωB97M-V with the def2-TZVPD basis set", "energy_ha": -6571.78171, "charge": -2, "fmax_ev_per_a": 0.74, "elements": ["Na", "O", "C", "C", "C", "C", "C", "C", "C", "O", "N", "N", "C", "C", "C", "C", "C", "C", "C", "O", "H", "H", "H", "H", "H", "H", "H", "H", "H", "H", "C", "Se", "C", "C", "Se", "C", "H", "H", "H", "H", "H", "H", "H", "H", "H", "H", "C", "N", "C", "C", "C", "C", "C", "N", "C", "C", "C", "C", "C", "C", "H", "H", "H", "H", "H", "H", "H", "H", "H", "H", "H"], "xyz": [[-0.074, -0.703, -0.923], [-4.634, -0.186, 2.490], [-3.677, -0.235, 3.422], [-4.038, -0.232, 4.774], [-3.069, -0.272, 5.763], [-1.719, -0.319, 5.426], [-1.359, -0.326, 4.084], [-2.313, -0.284, 3.074], [-1.859, -0.260, 1.641], [-0.628, -0.257, 1.386], [-2.866, -0.229, 0.777], [-2.449, -0.043, -0.532], [-3.290, -0.387, -1.426], [-3.093, -0.252, -2.868], [-4.219, -0.421, -3.679], [-4.174, -0.341, -5.060], [-2.930, -0.098, -5.662], [-1.791, 0.051, -4.905], [-1.795, -0.018, -3.469], [-0.729, 0.124, -2.801], [-4.118, -0.192, 1.596], [-5.093, -0.194, 5.021], [-3.369, -0.268, 6.806], [-0.960, -0.350, 6.199], [-0.321, -0.362, 3.775], [-4.250, -0.810, -1.106], [-5.170, -0.616, -3.190], [-5.070, -0.465, -5.656], [-2.867, -0.033, -6.745], [-0.829, 0.227, -5.374], [-0.521, 4.397, -1.617], [-1.086, 2.555, -1.179], [-1.406, 2.961, 0.703], [-0.172, 2.887, 1.628], [1.306, 1.702, 1.116], [2.511, 3.109, 0.480], [-0.181, 4.400, -2.653], [0.295, 4.723, -0.972], [-1.364, 5.081, -1.513], [-2.165, 2.246, 1.021], [-1.843, 3.959, 0.749], [-0.473, 2.538, 2.614], [0.286, 3.869, 1.744], [2.622, 3.910, 1.211], [2.137, 3.509, -0.462], [3.481, 2.640, 0.311], [3.449, -0.618, -1.565], [2.265, -1.392, -1.261], [2.377, -2.668, -1.205], [1.275, -3.559, -0.981], [1.335, -4.956, -0.826], [0.014, -5.375, -0.653], [-0.766, -4.199, -0.725], [-0.019, -3.109, -0.925], [4.367, -0.387, -0.378], [3.899, -0.507, 0.928], [4.736, -0.246, 2.005], [6.056, 0.133, 1.797], [6.534, 0.251, 0.497], [5.693, -0.009, -0.577], [3.114, 0.362, -1.919], [4.036, -1.063, -2.380], [3.356, -3.150, -1.347], [2.230, -5.567, -0.827], [-0.344, -6.384, -0.498], [-1.844, -4.121, -0.646], [2.869, -0.800, 1.091], [4.349, -0.338, 3.013], [6.708, 0.334, 2.639], [7.562, 0.546, 0.318], [6.072, 0.085, -1.591]], "forces_ev_per_a": [[0.02, -0.08, 0.34], [-0.30, 0.03, 0.63], [-0.17, 0.01, -0.06], [0.01, 0.00, 0.06], [0.04, -0.01, -0.06], [-0.02, 0.01, -0.05], [-0.08, 0.01, 0.06], [0.13, 0.00, 0.05], [0.27, -0.07, 0.10], [-0.35, 0.00, 0.09], [0.21, 0.09, -0.30], [0.13, -0.23, 0.06], [-0.05, 0.10, -0.17], [0.02, -0.12, 0.01], [0.06, 0.01, 0.03], [0.04, 0.03, -0.04], [-0.03, -0.02, 0.13], [-0.08, 0.02, -0.01], [0.03, 0.10, 0.13], [-0.25, -0.08, -0.69], [0.06, -0.05, -0.30], [0.01, 0.00, -0.01], [0.00, 0.00, -0.01], [-0.01, 0.00, -0.02], [0.00, 0.00, -0.01], [-0.05, 0.04, -0.02], [0.01, -0.01, 0.01], [0.01, -0.01, 0.00], [0.03, 0.00, -0.01], [-0.01, -0.01, 0.01], [-0.05, -0.14, 0.09], [-0.06, 0.67, -0.10], [0.26, -0.29, 0.04], [-0.10, -0.10, -0.22], [0.22, 0.23, 0.23], [-0.11, -0.10, -0.07], [0.00, -0.01, 0.02], [0.00, 0.00, -0.03], [0.02, 0.02, -0.02], [0.07, -0.02, -0.03], [-0.06, 0.02, 0.04], [-0.07, 0.03, 0.05], [0.02, 0.06, 0.01], [0.00, -0.02, 0.03], [0.05, 0.01, -0.01], [0.00, 0.00, 0.01], [-0.05, -0.06, 0.17], [0.01, 0.13, -0.01], [-0.16, -0.05, -0.02], [-0.02, 0.09, -0.09], [-0.04, -0.02, 0.03], [-0.02, 0.14, -0.02], [0.14, -0.07, -0.03], [0.13, -0.25, 0.15], [-0.05, 0.01, 0.04], [0.02, -0.04, -0.02], [0.03, 0.00, 0.00], [-0.03, -0.01, -0.08], [-0.07, -0.01, 0.01], [0.04, 0.06, 0.04], [0.04, 0.00, -0.06], [0.05, -0.06, -0.01], [0.05, -0.02, -0.03], [-0.02, 0.03, -0.02], [0.00, 0.01, 0.00], [0.03, 0.00, 0.01], [0.05, -0.03, 0.00], [0.00, 0.02, -0.04], [0.00, 0.00, 0.01], [0.00, -0.01, 0.01], [-0.02, -0.01, 0.01]]}

Record 5
{"formula": "C4H12N2S", "method": "ωB97M-V with the def2-TZVPD basis set", "charge": 0, "fmax_ev_per_a": 3.62, "e_above_lowest_kcal_mol": 147.4, "elements": ["C", "N", "C", "C", "S", "C", "N", "H", "H", "H", "H", "H", "H", "H", "H", "H", "H", "H", "H"], "xyz": [[1.757, -0.856, -0.496], [1.025, -1.406, 0.621], [-0.184, -0.687, 0.819], [-1.236, -0.986, -0.294], [-2.787, -0.328, 0.395], [0.112, 0.826, 0.831], [0.479, 1.229, -0.493], [1.502, -1.503, -1.345], [2.833, -0.856, -0.341], [1.175, 0.315, -0.803], [1.644, -1.642, 1.386], [-0.704, -0.938, 1.742], [-1.432, -2.021, -0.556], [-0.984, -0.439, -1.208], [-2.298, 2.498, -0.849], [-1.956, 2.313, -1.491], [0.891, 1.107, 1.552], [-0.860, 1.292, 1.124], [1.022, 2.082, -0.597]], "forces_ev_per_a": [[-0.27, -3.54, 0.69], [2.27, 2.05, -1.15], [-1.15, -1.10, 0.00], [-1.00, 1.59, 0.23], [0.14, 0.10, -0.22], [0.65, 0.67, -0.92], [-0.59, -0.42, 0.51], [-0.18, 1.06, -0.63], [0.02, 0.25, 0.03], [0.07, 0.22, -0.29], [-0.48, 0.39, 0.50], [0.42, -0.19, 0.20], [0.60, -0.31, 0.44], [-0.05, -0.22, 0.05], [0.10, -0.10, -0.26], [-0.07, 0.15, 0.23], [-0.29, -0.11, 0.31], [-0.54, -0.40, -0.29], [0.34, -0.06, 0.56]]}

Record 6
{"formula": "CH2FN2O3", "method": "ωB97M-V with the def2-TZVPD basis set", "charge": -1, "fmax_ev_per_a": 3.74, "e_above_lowest_kcal_mol": 4.9, "smiles": "[H]/N=[N+](\\[O-])O[C@@H]([O-])F", "elements": ["H", "N", "N", "O", "O", "C", "O", "F", "H"], "xyz": [[2.467, 0.291, 0.340], [1.490, 0.411, 0.527], [0.965, -0.678, 0.169], [1.630, -1.614, -0.288], [-0.360, -0.714, 0.086], [-1.389, 0.365, -0.259], [-2.268, -0.201, -0.872], [-1.792, 0.902, 0.959], [-0.742, 1.238, -0.662]], "forces_ev_per_a": [[0.68, -0.19, 0.02], [-0.87, 0.85, 0.77], [0.26, 1.98, -1.36], [-0.68, -1.03, 0.22], [1.49, -3.24, 1.13], [0.59, 2.90, -1.37], [-0.95, -0.38, -1.01], [-0.01, 0.22, 1.57], [-0.52, -1.12, 0.05]]}

Record 7
{"formula": "C3H5NOS2", "method": "ωB97M-V with the def2-TZVPD basis set", "charge": 0, "fmax_ev_per_a": 4.73, "e_above_lowest_kcal_mol": 127.1, "elements": ["C", "C", "C", "H", "H", "H", "H", "H", "N", "O", "S", "S"], "xyz": [[-0.282, -0.819, -0.215], [-0.476, 0.638, -0.588], [-1.479, 1.426, 0.021], [3.286, -0.546, 1.388], [0.758, -2.541, 0.255], [0.073, 0.924, -1.569], [-1.916, 2.315, -0.375], [-1.889, 0.653, 0.827], [0.963, -1.318, 0.203], [-0.067, 1.724, 0.326], [2.467, -0.446, -0.220], [-1.437, -2.011, -0.053]], "forces_ev_per_a": [[1.22, -1.70, 1.88], [3.80, 0.78, -2.71], [0.14, -1.47, 2.98], [-1.97, 0.33, -3.56], [1.22, 4.45, -0.17], [-1.57, -0.89, 1.21], [-0.97, -0.16, -0.34], [-0.22, 2.66, -1.35], [-0.58, -1.59, -1.38], [-1.13, -1.92, 0.15], [0.44, -1.57, 3.95], [-0.39, 1.08, -0.66]]}

Record 8
{"formula": "C4H9N2", "method": "ωB97M-V with the def2-TZVPD basis set", "charge": 1, "fmax_ev_per_a": 4.23, "e_above_lowest_kcal_mol": 99.0, "elements": ["C", "C", "C", "C", "N", "N", "H", "H", "H", "H", "H", "H", "H", "H", "H"], "xyz": [[-1.912, 0.012, -1.558], [-0.522, -0.291, -1.146], [-0.515, 0.000, 0.304], [1.762, -0.431, 1.158], [-1.032, 1.066, -1.139], [0.668, 0.555, 0.941], [-2.111, 0.004, -2.621], [-2.753, -0.259, -0.935], [0.263, -0.704, -1.754], [-1.368, -0.210, 0.926], [2.319, -0.582, 0.236], [2.451, -0.070, 1.918], [1.344, -1.384, 1.483], [1.012, 1.325, 0.347], [0.394, 0.967, 1.841]], "forces_ev_per_a": [[-0.18, -0.74, 0.23], [0.11, -0.83, 0.57], [-1.68, 1.58, -3.54], [0.67, -0.67, 0.15], [1.30, -0.11, 2.63], [-0.01, 0.39, 0.00], [0.10, 0.08, -0.09], [-0.08, -0.07, 0.09], [0.21, 0.05, -0.13], [0.03, -0.04, 0.26], [-0.19, 0.06, -0.07], [-0.10, 0.17, 0.00], [-0.11, 0.17, -0.02], [-0.15, -0.06, 0.18], [0.08, 0.02, -0.25]]}

Record 9
{"formula": "C5H5N3OS", "method": "ωB97M-V with the def2-TZVPD basis set", "charge": 0, "fmax_ev_per_a": 5.27, "e_above_lowest_kcal_mol": 106.6, "elements": ["C", "C", "C", "C", "C", "N", "N", "N", "O", "S", "H", "H", "H", "H", "H"], "xyz": [[-2.294, 1.051, 1.425], [-1.906, 0.173, 2.370], [-1.223, -0.401, 0.490], [2.128, -0.563, -0.711], [1.826, 0.084, -2.056], [-1.799, 0.739, 0.233], [1.188, -1.270, -0.222], [0.113, -1.351, -0.912], [-1.122, -0.771, 1.748], [0.112, -0.420, -2.318], [-2.910, 2.035, 1.612], [-1.799, 0.166, 3.438], [3.122, -0.548, -0.169], [2.029, 1.250, -2.057], [2.533, -0.176, -2.870]], "forces_ev_per_a": [[-2.36, 3.64, 2.98], [0.61, 0.25, 0.98], [2.25, 0.01, -2.81], [1.49, 0.08, -0.35], [1.26, 2.67, 0.01], [0.91, -2.52, -1.92], [2.92, 0.11, 2.31], [-5.13, 0.15, 0.60], [-0.57, -0.17, -0.57], [0.62, 0.48, -0.85], [1.34, -2.25, -0.44], [-0.59, 0.02, 0.11], [-1.36, 0.18, -0.90], [-0.78, -2.00, 0.49], [-0.60, -0.65, 0.37]]}